# 1
{
  "formula": "C13H35GaN2O6PS",
  "method": "ωB97M-V with the def2-TZVPD basis set",
  "elements": ["C", "C", "Ga", "S", "O", "C", "C", "C", "P", "O", "O", "O", "H", "H", "H", "H", "H", "H", "H", "H", "H", "H", "H", "H", "H", "C", "C", "C", "O", "C", "N", "H", "H", "H", "H", "H", "H", "H", "H", "H", "H", "H", "C", "C", "C", "O", "C", "N", "H", "H", "H", "H", "H", "H", "H", "H", "H", "H", "H"],
  "coordinates": [[-3.212, 5.026, 2.631], [-2.770, 4.775, 3.840], [-1.053, 5.496, 4.608], [-0.967, 7.775, 4.327], [0.371, 4.651, 3.711], [1.019, 5.440, 2.763], [2.126, 4.567, 2.121], [1.481, 3.217, 1.716], [-0.906, 4.845, 6.865], [-2.215, 4.735, 7.523], [0.116, 5.890, 7.651], [-0.097, 3.415, 6.930], [-2.831, 5.910, 2.132], [-3.893, 4.320, 2.167], [-3.349, 4.094, 4.464], [0.221, 8.208, 4.799], [0.354, 5.795, 1.958], [1.507, 6.325, 3.199], [2.611, 5.069, 1.285], [2.812, 4.334, 2.937], [1.551, 2.535, 2.557], [1.918, 2.807, 0.803], [0.414, 3.335, 1.526], [-0.265, 6.766, 7.475], [0.847, 3.630, 6.853], [0.284, -2.230, -2.085], [1.197, -1.009, -2.130], [1.407, -0.346, -0.758], [0.327, 0.450, -0.319], [-0.719, -0.259, 0.318], [0.674, -0.060, -3.118], [-0.766, -1.959, -1.966], [0.363, -2.798, -3.011], [0.561, -2.897, -1.265], [2.178, -1.351, -2.475], [2.255, 0.340, -0.844], [1.678, -1.086, 0.007], [-0.341, -1.102, 0.904], [-1.454, -0.610, -0.412], [-1.225, 0.434, 0.990], [1.331, 0.709, -3.215], [-0.151, 0.376, -2.711], [-0.349, -7.891, -5.174], [0.560, -6.667, -5.218], [0.755, -5.997, -3.848], [-0.334, -5.201, -3.423], [-1.384, -5.912, -2.794], [0.042, -5.728, -6.218], [-1.400, -7.623, -5.067], [-0.257, -8.461, -6.099], [-0.078, -8.552, -4.348], [1.545, -7.007, -5.553], [1.601, -5.307, -3.931], [1.022, -6.731, -3.077], [-1.009, -6.751, -2.200], [-2.110, -6.269, -3.529], [-1.901, -5.219, -2.130], [0.696, -4.956, -6.316], [-0.789, -5.292, -5.824]],
  "e_lumo_ev": 1.969,
  "homo_ev": -5.1,
  "charge": -1
}

***

# 2
{
  "formula": "C13H35N2O6PS",
  "method": "ωB97M-V with the def2-TZVPD basis set",
  "elements": ["O", "S", "O", "C", "O", "P", "O", "O", "O", "H", "H", "H", "H", "H", "C", "C", "N", "C", "C", "C", "C", "H", "H", "H", "H", "H", "H", "H", "H", "H", "H", "H", "H", "H", "H", "H", "C", "C", "N", "C", "C", "C", "C", "H", "H", "H", "H", "H", "H", "H", "H", "H", "H", "H", "H", "H", "H", "H"],
  "coordinates": [[6.076, 1.662, 0.611], [4.835, 2.069, 1.201], [4.554, 1.891, 2.593], [3.510, 1.339, 0.237], [2.402, 2.219, 0.349], [0.929, 1.625, 0.162], [0.846, 0.407, -0.632], [0.141, 2.847, -0.459], [0.464, 1.526, 1.677], [4.614, 3.375, 0.903], [3.314, 0.358, 0.676], [3.834, 1.239, -0.798], [0.292, 3.688, -0.012], [-0.341, 1.005, 1.783], [3.763, -5.548, -2.881], [2.426, -4.882, -2.597], [2.321, -4.371, -1.241], [0.967, -3.992, -0.865], [0.322, -2.827, -1.621], [3.368, -3.449, -0.828], [3.565, -2.166, -1.648], [3.964, -6.334, -2.152], [3.749, -5.994, -3.877], [4.589, -4.837, -2.855], [1.629, -5.623, -2.713], [2.241, -4.114, -3.365], [0.986, -3.758, 0.203], [0.339, -4.882, -0.971], [0.764, -1.875, -1.339], [-0.743, -2.775, -1.380], [0.408, -2.945, -2.702], [4.313, -3.997, -0.815], [3.165, -3.188, 0.214], [3.550, -2.370, -2.720], [4.539, -1.727, -1.414], [2.798, -1.419, -1.444], [-3.377, 0.554, 0.188], [-4.083, 1.257, 1.334], [-3.361, 2.434, 1.793], [-3.834, 2.941, 3.073], [-5.260, 3.496, 3.148], [-3.082, 3.437, 0.774], [-4.271, 4.032, 0.011], [-2.347, 0.329, 0.474], [-3.877, -0.386, -0.049], [-3.352, 1.152, -0.723], [-4.136, 0.575, 2.188], [-5.125, 1.465, 1.046], [-3.131, 3.713, 3.400], [-3.742, 2.122, 3.792], [-5.349, 4.470, 2.671], [-5.552, 3.614, 4.194], [-5.980, 2.822, 2.681], [-2.395, 2.998, 0.049], [-2.524, 4.240, 1.266], [-4.973, 3.257, -0.302], [-3.916, 4.533, -0.892], [-4.822, 4.764, 0.599]],
  "e_lumo_ev": 0.185,
  "homo_ev": -7.9,
  "smiles": "O=[SH](=O)COP(=O)(O)O.CCN(CC)CC.CCN(CC)CC",
  "charge": 0
}

***

# 3
{
  "formula": "C13H36BrO7",
  "method": "ωB97M-V with the def2-TZVPD basis set",
  "elements": ["Br", "C", "C", "C", "O", "H", "H", "H", "H", "H", "H", "H", "H", "C", "C", "C", "O", "H", "H", "H", "H", "H", "H", "H", "H", "C", "C", "C", "O", "H", "H", "H", "H", "H", "H", "H", "H", "C", "C", "O", "O", "H", "H", "H", "H", "H", "H", "C", "C", "O", "O", "H", "H", "H", "H", "H", "H"],
  "coordinates": [[-0.620, -0.141, -0.177], [2.287, 3.010, 3.017], [1.143, 3.085, 2.019], [1.667, 3.099, 0.594], [0.250, 2.013, 2.231], [2.949, 3.877, 2.911], [2.869, 2.093, 2.912], [1.905, 3.051, 4.041], [0.628, 4.039, 2.210], [0.854, 3.024, -0.128], [2.307, 2.218, 0.435], [2.316, 3.954, 0.395], [0.179, 1.483, 1.420], [3.032, -2.904, -2.355], [2.077, -1.717, -2.379], [2.329, -0.857, -3.612], [0.762, -2.221, -2.388], [4.034, -2.602, -2.051], [3.031, -3.367, -3.343], [2.635, -3.626, -1.643], [2.241, -1.090, -1.492], [2.011, -1.411, -4.501], [3.396, -0.634, -3.722], [1.754, 0.070, -3.591], [0.202, -1.573, -1.931], [1.498, -2.005, 4.542], [1.312, -1.370, 3.201], [2.141, -2.079, 2.132], [-0.079, -1.501, 2.905], [1.195, -3.047, 4.459], [0.849, -1.509, 5.269], [2.519, -1.905, 4.920], [1.552, -0.300, 3.221], [1.841, -3.130, 2.090], [3.204, -2.044, 2.390], [1.980, -1.646, 1.143], [-0.191, -1.292, 1.965], [-5.514, -2.905, -0.259], [-4.831, -1.596, -0.498], [-3.460, -1.867, -0.658], [-6.907, -2.633, -0.059], [-5.066, -3.374, 0.623], [-5.374, -3.598, -1.097], [-5.032, -0.984, 0.391], [-5.252, -1.112, -1.386], [-2.944, -1.084, -0.420], [-7.273, -3.306, 0.520], [-1.897, 3.206, -1.883], [-0.660, 3.160, -2.784], [-0.355, 4.492, -3.234], [-2.546, 1.965, -1.839], [-2.579, 3.952, -2.297], [-1.619, 3.540, -0.872], [-0.913, 2.510, -3.624], [0.203, 2.782, -2.235], [-0.081, 4.452, -4.152], [-1.963, 1.359, -1.347]],
  "e_lumo_ev": 2.841,
  "homo_ev": -6.1,
  "charge": -1
}

***

# 4
{
  "formula": "C13H36Cu2O15",
  "method": "ωB97M-V with the def2-TZVPD basis set",
  "elements": ["Cu", "Cu", "C", "O", "O", "O", "C", "C", "O", "O", "H", "H", "H", "H", "H", "H", "C", "C", "O", "O", "H", "H", "H", "H", "H", "H", "C", "C", "O", "O", "H", "H", "H", "H", "H", "H", "C", "C", "O", "O", "H", "H", "H", "H", "H", "H", "C", "C", "O", "O", "H", "H", "H", "H", "H", "H", "C", "C", "O", "O", "H", "H", "H", "H", "H", "H"],
  "coordinates": [[-7.145, -2.122, 0.373], [-6.863, -5.280, 4.935], [-7.505, -4.482, 1.815], [-7.608, -5.377, 2.736], [-8.511, -4.230, 1.054], [-6.418, -3.810, 1.688], [-7.781, -2.316, 5.355], [-6.709, -1.961, 4.342], [-5.792, -3.013, 4.096], [-8.297, -3.612, 5.052], [-8.555, -1.548, 5.395], [-7.392, -2.463, 6.361], [-6.194, -1.067, 4.707], [-7.137, -1.656, 3.383], [-6.063, -3.454, 3.265], [-8.860, -3.635, 4.258], [-11.574, -7.994, 2.162], [-11.232, -8.477, 0.758], [-11.732, -7.576, -0.236], [-10.450, -7.342, 2.794], [-11.946, -8.767, 2.833], [-12.355, -7.232, 2.062], [-11.755, -9.413, 0.552], [-10.160, -8.638, 0.621], [-11.108, -6.833, -0.240], [-9.915, -6.840, 2.148], [-5.932, -5.568, -1.798], [-7.057, -4.561, -1.949], [-6.595, -3.210, -1.778], [-5.190, -5.723, -2.989], [-6.368, -6.523, -1.503], [-5.262, -5.170, -1.033], [-7.806, -4.724, -1.170], [-7.634, -4.656, -2.872], [-5.662, -3.172, -2.015], [-5.432, -6.466, -3.539], [-4.207, -6.893, 1.819], [-5.136, -8.099, 1.815], [-6.382, -7.769, 1.251], [-4.678, -5.874, 2.689], [-4.074, -6.423, 0.839], [-3.196, -7.149, 2.148], [-5.285, -8.549, 2.804], [-4.587, -8.876, 1.268], [-6.787, -7.074, 1.796], [-5.428, -5.372, 2.343], [-10.408, -1.096, 1.377], [-10.978, -1.928, 2.527], [-9.987, -2.767, 3.114], [-10.101, -1.954, 0.264], [-9.520, -0.507, 1.629], [-11.141, -0.384, 0.996], [-11.829, -2.495, 2.146], [-11.246, -1.298, 3.379], [-9.634, -3.362, 2.422], [-9.684, -2.763, 0.599], [-11.146, -7.153, 6.082], [-9.711, -6.722, 6.370], [-8.706, -7.190, 5.450], [-11.823, -6.463, 5.040], [-11.649, -6.880, 7.012], [-11.151, -8.221, 5.848], [-9.424, -7.169, 7.329], [-9.562, -5.648, 6.522], [-8.983, -6.920, 4.558], [-11.408, -6.717, 4.195]],
  "e_lumo_ev": -0.972,
  "homo_ev": -8.9,
  "charge": 0
}

***

Record-wise relative energy (zero: lowest compared OMol25 entry of this formula, charge and spin) values, in kJ/mol: 0.0, 0.0, 0.0, 0.0